# C31H28Cl4F2O6

A cluster of 6 separate species, C31H28Cl4F2O6 in total in a non-equilibrium geometry (ωB97M-V/def2-TZVPD, OMol25).

Bonds (Å) are listed after each position.
CARTESIAN COORDINATES (ANGSTROEM)
1 C -8.014 -1.057 0.204  C12 1.385, C35 1.381, H67 1.084
2 Cl -2.497 1.019 -0.659  C16 1.771
3 F -9.649 0.572 0.672  C12 1.330
4 C 1.356 0.994 -2.967  C20 1.376, C21 1.384, O66 1.389
5 C 1.424 -0.729 2.367  C18 1.384, C60 1.389, O64 1.376
6 H -7.639 2.273 0.880  C50 1.080
7 C 4.901 4.306 1.401  C11 1.387, H22 1.083, C30 1.382
8 H -4.674 -0.773 0.390  C65 1.083
9 H -0.417 -1.491 -4.544  C39 1.085
10 O 2.960 3.317 0.369  C11 1.381, H71 0.960
11 C 4.175 3.190 1.013  C7 1.387, O10 1.381, C23 1.388
12 C -8.374 0.256 0.461  C1 1.385, F3 1.330, C50 1.382
13 H -1.922 -0.765 1.854  C27 1.081
14 C 2.258 -0.715 -1.538  C21 1.392, C59 1.394, H62 1.083
15 H 4.202 -2.573 -3.176  O49 0.956
16 C -2.243 2.376 0.452  Cl2 1.771, Cl31 1.784, Cl33 1.787, Cl61 1.741
17 H 1.371 1.051 -0.799  C21 1.081
18 C 0.216 -0.599 1.705  C5 1.384, C27 1.402, H41 1.083
19 H -0.644 -3.954 -5.062  C56 1.081
20 C 1.803 0.343 -4.094  C4 1.376, C25 1.395, H55 1.081
21 C 1.574 0.487 -1.698  C4 1.384, C14 1.392, H17 1.081
22 H 4.509 5.295 1.202  C7 1.083
23 C 4.693 1.914 1.188  C11 1.388, C34 1.400, H58 1.081
24 H 8.218 3.472 3.226  O45 0.959
25 C 2.531 -0.837 -3.939  C20 1.395, H53 1.083, C59 1.396
26 O -2.072 -1.648 4.372  C29 1.378, H51 0.965
27 C -0.984 -0.856 2.384  H13 1.081, C18 1.402, C29 1.390
28 H 6.413 0.814 2.021  C34 1.083
29 C -0.926 -1.264 3.711  O26 1.378, C27 1.390, C32 1.386
30 C 6.065 4.156 2.131  C7 1.382, C48 1.400, H52 1.083
31 Cl -2.832 1.971 2.087  C16 1.784
32 C 0.295 -1.395 4.354  C29 1.386, H47 1.083, C60 1.386
33 Cl -0.488 2.703 0.523  C16 1.787
34 C 5.910 1.760 1.863  C23 1.400, H28 1.083, C48 1.378
35 C -6.676 -1.396 0.171  C1 1.381, C65 1.396, H70 1.082
36 F -1.560 -2.131 -0.274  C46 1.360
37 H -5.358 1.691 0.627  C43 1.082
38 C -1.028 -1.694 -2.544  C39 1.392, C46 1.369, H68 1.081
39 C -0.750 -2.213 -3.806  H9 1.085, C38 1.392, C56 1.368
40 H 2.433 -1.279 4.197  C60 1.081
41 H 0.292 -0.420 0.640  C18 1.083
42 C -1.356 -3.961 -1.745  C44 1.386, C46 1.405, H57 1.080
43 C -6.075 0.892 0.489  H37 1.082, C50 1.401, C65 1.376
44 C -1.241 -4.419 -3.048  C42 1.386, C56 1.408, H69 1.083
45 O 7.734 2.667 3.031  H24 0.959, C48 1.365
46 C -1.354 -2.571 -1.544  F36 1.360, C38 1.369, C42 1.405
47 H 0.338 -1.819 5.350  C32 1.083
48 C 6.582 2.870 2.328  C30 1.400, C34 1.378, O45 1.365
49 O 3.511 -2.483 -2.521  H15 0.956, C59 1.367
50 C -7.424 1.246 0.627  H6 1.080, C12 1.382, C43 1.401
51 H -2.789 -1.552 3.733  O26 0.965
52 H 6.652 4.964 2.551  C30 1.083
53 H 2.904 -1.410 -4.779  C25 1.083
54 H 3.343 -0.970 1.984  O64 0.958
55 H 1.639 0.725 -5.091  C20 1.081
56 C -0.831 -3.551 -4.077  H19 1.081, C39 1.368, C44 1.408
57 H -1.589 -4.628 -0.928  C42 1.080
58 H 4.177 1.036 0.827  C23 1.081
59 C 2.690 -1.401 -2.672  C14 1.394, C25 1.396, O49 1.367
60 C 1.486 -1.139 3.693  C5 1.389, C32 1.386, H40 1.081
61 Cl -3.070 3.788 -0.142  C16 1.741
62 H 2.372 -1.032 -0.508  C14 1.083
63 H 1.084 2.963 -2.883  O66 0.961
64 O 2.585 -0.473 1.673  C5 1.376, H54 0.958
65 C -5.701 -0.431 0.434  H8 1.083, C35 1.396, C43 1.376
66 O 0.620 2.160 -3.133  C4 1.389, H63 0.961
67 H -8.833 -1.734 -0.009  C1 1.084
68 H -0.998 -0.622 -2.406  C38 1.081
69 H -1.301 -5.490 -3.199  C44 1.083
70 H -6.378 -2.410 -0.058  C35 1.082
71 H 2.373 2.614 0.658  O10 0.960

The molar mass is 676.367 g/mol. For the LUMO energy, the calculation gives 0.006 Eh. The calculation puts the relative energy (zero: lowest compared OMol25 entry of this formula, charge and spin) at 0.0 kcal per mole. The value obtained for the highest occupied orbital energy is -8.2 eV. The spin multiplicity is 1. As for the structure (SMILES): ClC(Cl)(Cl)Cl.Oc1ccc(O)cc1.Oc1ccc(O)cc1.Oc1ccc(O)cc1.Fc1ccccc1.Fc1ccccc1.